Entry 1:
104
Properties=species:S:1:pos:R:3:forces:R:3:lowdin_charge:R:1 method="wB97M-V/def2-TZVPD" smiles="[H]/N=C/C[C@H]1[C@@](CCCSC(=S)N2CCOCC2)(S(=O)(=O)F)C[C@](CCN)(CCCCCCCCOC(C)=O)OS1(=O)=O.NC(N)=O.NC(N)=O" charge=0 e_homo_ev=-8.463 orbital_gap_ev=8.121 energy_ev=-106875.5205
C 2.98277 0.38947 1.18734 0.601 -0.030 0.061 0.025
C 3.50869 1.77010 1.45795 1.019 0.233 1.805 -0.496
O 4.03349 2.05286 2.53901 -0.972 -0.056 -1.903 0.068
O 3.37763 2.63922 0.43882 -0.271 -0.314 0.420 0.000
C 3.72302 4.00151 0.74772 0.047 0.388 0.074 -0.174
C 3.26970 4.88403 -0.39082 -0.485 -0.974 -0.041 -0.173
C 1.74330 4.88271 -0.52234 0.610 -0.205 -0.829 -0.196
C 1.35090 5.36864 -1.92943 0.250 0.485 0.411 -0.199
C 0.04471 6.14494 -1.98809 0.013 -0.105 0.346 -0.203
C -1.21927 5.32697 -1.74435 -0.129 0.279 -0.310 -0.186
C -1.37727 4.12776 -2.69041 -0.183 0.607 0.306 -0.165
C -2.13649 2.93193 -2.13165 0.585 -0.409 -0.809 -0.115
C -1.32747 1.97035 -1.22891 -1.144 1.747 0.804 -0.427
C -1.10135 2.61083 0.14729 0.243 -0.985 0.195 -0.109
C -2.38585 3.04635 0.86207 0.173 0.692 0.164 -0.252
N -2.34858 2.90801 2.31800 -0.325 -0.061 -0.495 0.016
C -2.13701 0.68135 -1.01495 0.344 -0.623 -0.304 -0.090
C -1.50963 -0.67169 -1.45846 -0.100 1.505 -1.283 -0.379
C -2.70518 -1.66547 -1.54059 0.154 -0.959 0.756 -0.118
C -2.67538 -3.02113 -0.81183 -0.070 -0.492 -0.280 -0.252
C -2.00374 -4.17783 -1.55838 0.345 0.405 0.098 -0.469
S -2.00099 -5.68283 -0.53748 -0.212 -0.220 -0.056 0.913
C -0.33726 -6.29432 -0.51543 -0.155 0.143 -0.092 -1.125
S -0.10586 -7.86231 -0.83163 -0.043 -0.252 0.100 0.730
N 0.69438 -5.38828 -0.16375 0.088 -0.344 -0.554 -0.195
C 1.72219 -5.37857 -1.21826 0.127 -0.262 -0.054 -0.184
C 2.71662 -4.25837 -0.95767 0.058 0.312 0.457 -0.187
O 2.85234 -4.03103 0.43895 0.087 0.182 -0.067 -0.126
C 2.74079 -5.24101 1.15541 0.314 -0.028 -0.004 -0.187
C 1.29514 -5.70883 1.15176 -0.037 0.805 0.317 -0.135
S -0.29643 -1.15306 -0.23347 -1.258 -1.711 1.325 0.667
O -0.93374 -0.97384 1.03214 0.238 0.586 0.029 -0.230
O 0.25745 -2.43121 -0.49587 0.323 0.282 -0.590 -0.211
F 0.84626 -0.11514 -0.32362 -0.322 0.022 -0.591 -0.125
C -0.98125 -0.43180 -2.91364 -0.139 -0.707 0.852 -0.269
C -0.48451 -1.63940 -3.70449 0.708 0.429 -0.238 -0.133
C 0.87257 -2.20261 -3.36231 0.517 -0.842 -0.539 -0.254
N 1.32907 -3.13787 -4.09512 -0.434 0.323 0.309 0.123
S 0.15176 0.95476 -3.11323 0.616 0.139 -1.233 0.652
O 1.51276 0.53500 -3.17486 0.092 -0.232 0.731 -0.230
O -0.30912 1.65211 -4.27419 -0.553 0.289 0.279 -0.236
O -0.00069 1.79896 -1.78234 -0.184 -0.709 -0.359 -0.179
H 3.50493 -0.28223 1.85645 0.054 -0.080 0.205 0.088
H 3.19535 0.05637 0.17609 -0.225 0.173 -0.167 0.089
H 1.92236 0.31439 1.40737 0.136 0.223 0.041 0.074
H 4.79595 4.05862 0.89524 0.147 0.018 0.173 0.130
H 3.20614 4.30681 1.65411 0.128 -0.149 0.317 0.130
H 3.66268 5.88702 -0.26351 0.164 0.138 -0.100 0.123
H 3.64845 4.41642 -1.29939 0.309 0.341 -0.237 0.123
H 1.46641 3.83348 -0.45094 -0.329 0.031 0.370 0.085
H 1.29490 5.47829 0.26984 -0.223 0.004 0.118 0.122
H 2.13258 6.05076 -2.26340 0.121 0.082 -0.125 0.109
H 1.39376 4.51744 -2.60626 -0.095 -0.011 -0.153 0.107
H 0.09497 6.88674 -1.18951 0.006 0.235 0.000 0.111
H -0.02532 6.71775 -2.91024 -0.046 -0.130 -0.274 0.112
H -2.06070 5.99428 -1.92698 -0.199 0.074 0.214 0.113
H -1.27215 5.07528 -0.68751 0.064 -0.233 -0.003 0.082
H -0.41065 3.86410 -3.09997 -0.006 -0.363 0.011 0.081
H -1.95978 4.48291 -3.53753 0.007 -0.017 -0.231 0.123
H -3.05007 3.27331 -1.65092 -0.042 -0.129 0.327 0.129
H -2.45592 2.34504 -2.99422 -0.153 -0.061 -0.095 0.111
H -0.37439 3.41530 0.09345 -0.107 0.060 -0.072 0.093
H -0.65432 1.82750 0.76384 0.190 0.002 0.105 0.113
H -3.27938 2.55595 0.48695 -0.045 -0.245 -0.036 0.114
H -2.53493 4.10489 0.65838 -0.197 0.105 -0.059 0.107
H -2.34337 1.92567 2.55942 0.533 -0.056 0.106 0.058
H -1.50875 3.35384 2.65981 0.035 -0.155 0.345 0.082
H -3.06042 0.78250 -1.57610 -0.086 -0.096 -0.243 0.130
H -2.44348 0.53286 0.01407 0.102 0.290 0.248 0.118
H -2.93180 -1.87521 -2.58183 0.128 0.121 -0.246 0.124
H -3.58528 -1.16212 -1.15825 -0.004 0.282 0.140 0.119
H -3.72033 -3.31973 -0.72864 -0.163 0.071 0.192 0.113
H -2.29903 -2.98321 0.20465 0.143 0.282 0.093 0.092
H -2.58081 -4.39791 -2.45390 -0.073 -0.198 -0.104 0.079
H -0.99547 -3.94830 -1.89061 0.210 -0.021 0.248 0.055
H 2.27117 -6.32258 -1.25151 -0.093 -0.230 0.029 0.101
H 1.21373 -5.29571 -2.17555 0.091 0.271 -0.168 0.111
H 3.70545 -4.50468 -1.35514 0.007 -0.194 -0.242 0.126
H 2.40918 -3.30735 -1.37743 -0.142 0.056 -0.060 0.079
H 3.08626 -5.03935 2.16377 -0.156 -0.043 0.218 0.111
H 3.41494 -5.99469 0.73735 0.039 -0.094 -0.123 0.126
H 0.78130 -5.11262 1.90219 -0.279 -0.120 0.125 0.126
H 1.22314 -6.76332 1.41102 0.005 -0.176 -0.094 0.105
H -1.88117 -0.10393 -3.42553 -0.058 0.297 -0.099 0.138
H -0.41167 -1.32112 -4.74367 -0.015 0.011 -0.165 0.135
H -1.21510 -2.44052 -3.71251 -0.185 -0.086 0.199 0.112
H 1.45399 -1.80398 -2.54010 -0.147 0.214 0.098 0.085
H 2.24995 -3.43099 -3.77586 0.049 0.041 0.005 0.047
C -5.54157 1.77072 4.82830 0.008 -0.079 -0.027 -0.685
O -5.46995 2.92183 5.21010 -0.011 0.000 0.013 0.032
N -4.71996 1.26083 3.85611 0.085 0.024 -0.064 0.147
N -6.45299 0.88307 5.34025 -0.017 0.011 0.000 0.141
H -4.77077 0.31299 3.53564 -0.040 -0.025 0.056 0.087
H -4.03511 1.88123 3.45492 -0.182 0.174 0.079 0.052
H -7.06946 1.22244 6.05357 -0.001 0.020 0.013 0.100
H -6.52941 -0.06977 5.04195 0.022 -0.008 -0.012 0.087
C 3.11096 -3.71574 4.92787 0.078 0.172 0.002 -0.690
O 2.53728 -4.78787 4.86549 -0.027 -0.059 -0.076 0.018
N 4.47075 -3.60277 4.81508 -0.012 -0.064 -0.017 0.150
N 2.44653 -2.53422 5.11244 -0.049 -0.056 0.005 0.152
H 4.96141 -2.73095 4.86159 -0.016 0.037 -0.005 0.091
H 4.99059 -4.44866 4.67888 -0.001 -0.019 0.012 0.101
H 1.44893 -2.57903 5.19752 -0.014 -0.013 -0.007 0.101
H 2.90106 -1.64336 5.16438 0.039 0.022 -0.012 0.091

***

Entry 2:
52
Properties=species:S:1:pos:R:3:forces:R:3:mulliken_spin:R:1 method="wB97M-V/def2-TZVPD" multiplicity=4 relative_energy_kj_mol=0.0 charge=+3 e_homo_ev="-18.167 / -17.329" orbital_gap_ev="8.047 / 7.200" energy_ev=-73200.9314
Mn 0.04410 0.30556 0.27777 0.380 -0.092 0.891 3.097
C 0.47813 -0.59115 3.04672 -0.052 0.034 -0.005 0.021
C 1.52954 -1.19247 2.13208 -0.036 0.011 -0.061 -0.007
N 0.89405 -1.48972 0.81378 -0.121 -0.062 -0.081 -0.046
C 1.86757 -1.94709 -0.21587 0.038 0.010 0.082 0.006
C 2.48138 -0.73797 -0.87193 0.044 0.060 -0.100 0.030
C 3.70747 -0.70748 -1.50754 -0.023 0.010 0.023 -0.002
C 4.15981 0.50553 -2.01510 -0.010 0.004 0.000 0.014
C 3.40946 1.66575 -1.84269 -0.026 -0.022 0.021 -0.004
C 2.19065 1.56855 -1.20385 0.051 -0.075 0.060 0.033
C 1.27791 2.72309 -0.86666 -0.021 -0.082 0.079 0.008
N 0.42578 2.32152 0.28721 0.127 0.239 -0.009 -0.014
C 1.12588 2.50014 1.60089 0.060 0.089 -0.295 0.012
C 0.27415 1.92754 2.70937 -0.096 -0.076 0.179 0.009
N -0.20448 0.55112 2.37491 -0.030 0.034 -0.122 0.006
N 1.73603 0.37478 -0.77581 -0.051 0.191 -0.145 -0.080
H 0.91233 -0.29288 4.00195 0.028 0.006 -0.025 -0.001
H -0.28350 -1.34244 3.26390 0.011 -0.003 0.015 0.000
H 1.96242 -2.09446 2.56920 -0.015 0.004 0.005 0.000
H 2.34696 -0.48993 1.95164 -0.001 -0.002 0.001 -0.001
H 0.17962 -2.20487 0.93784 0.055 -0.084 0.051 -0.002
H 1.34084 -2.55519 -0.95230 -0.028 0.015 -0.021 -0.002
H 2.63894 -2.57499 0.23427 -0.009 -0.022 -0.028 -0.002
H 4.30826 -1.60327 -1.58856 0.008 0.004 0.002 0.000
H 5.11910 0.55547 -2.51380 0.002 0.000 0.003 0.000
H 3.78100 2.62418 -2.17935 0.003 -0.003 -0.012 0.000
H 0.62487 2.94968 -1.70813 -0.021 0.021 -0.042 0.002
H 1.84496 3.62859 -0.64263 0.028 -0.020 -0.016 -0.002
H -0.42670 2.88007 0.28699 0.036 0.033 -0.001 0.002
H 1.33300 3.55706 1.78004 0.014 -0.007 0.017 0.001
H 2.08723 1.98599 1.52807 0.003 -0.003 0.004 -0.003
H -0.60464 2.55495 2.86146 -0.010 -0.003 -0.010 -0.001
H 0.83184 1.92533 3.64671 -0.009 0.018 0.009 -0.001
H -1.19061 0.51831 2.60873 0.019 -0.038 0.039 0.004
C -1.37723 1.69867 -3.17397 -0.091 -0.034 -0.005 -0.004
O -1.85752 1.73952 -1.79992 0.462 -0.266 -0.139 -0.030
C -1.68769 0.70355 -1.00767 -0.855 0.314 -0.010 -0.076
O -2.05192 0.74447 0.17104 0.190 -0.288 -0.035 0.004
H -1.19816 2.73106 -3.45679 -0.025 -0.002 0.018 0.000
H -2.15089 1.27476 -3.80836 0.007 -0.027 -0.016 0.000
H -0.45502 1.12043 -3.24357 0.021 0.040 -0.005 0.002
S -1.41150 -0.98660 -1.75716 -0.006 0.016 -0.314 0.027
C -2.64273 -1.86700 -0.81757 -0.079 0.028 0.081 -0.005
N -3.86198 -1.99769 -1.38773 -0.003 0.027 -0.031 0.000
C -4.86114 -2.66919 -0.78912 0.029 -0.018 0.035 0.000
C -4.61961 -3.23291 0.44333 -0.012 0.017 -0.045 -0.001
C -3.34916 -3.07047 0.97512 0.015 -0.022 -0.012 0.003
N -2.36958 -2.39647 0.34485 0.001 0.059 -0.036 0.002
H -4.02121 -1.58031 -2.30154 -0.004 -0.018 -0.007 0.000
H -5.80248 -2.72891 -1.32062 -0.008 -0.007 0.012 0.000
H -5.39044 -3.78406 0.96305 -0.002 -0.001 0.004 0.000
H -3.09504 -3.49815 1.93729 0.010 -0.006 -0.001 0.000

***

Q: Among the records above, which one has the lowest charge?
A: C28H54FN7O10S4